Entry 1:
Formula: C4H13NO2
Source: the Open Molecules 2025 dataset
Level of theory: ωB97M-V/def2-TZVPD

Energy relative to the best compared isomer or geometry (same formula, charge and spin) = 1.049 eV
SMILES string = CN[C@H](C)CO.O
Max |F| = 1.51 eV Å⁻¹

Geometry (Å):
C -0.1362 -0.1497 1.5997
N -0.4641 0.6059 0.3920
C -0.7790 -0.1754 -0.8069
C -1.7311 -1.3736 -0.5303
C 0.5167 -0.6871 -1.4366
O 1.6153 0.2078 -1.2921
H -0.1601 0.5401 2.4308
H 0.8732 -0.5772 1.5012
H -0.8442 -0.9566 1.8289
H -1.2583 1.1571 0.6937
H -1.3020 0.5118 -1.4796
H -1.1320 -2.2765 -0.4061
H -2.2719 -1.5942 -1.4448
H -2.3975 -1.1954 0.3012
H 0.7932 -1.6483 -0.9947
H 0.4145 -0.8508 -2.5088
H 1.7314 0.2932 -0.3425
O 2.1651 2.9569 1.1463
H 2.5198 2.0608 1.0886
H 1.8473 3.1512 0.2600

Forces on atoms 1 to 3 (eV/Å):
0.4 -0.4 -0.5
-0.3 0.1 0.7
-0.7 -0.2 0.7

---

Entry 2:
Formula: C10H20BrNO7P2S
Source: the Open Molecules 2025 dataset
Level of theory: ωB97M-V/def2-TZVPD

Energy relative to the best compared isomer or geometry (same formula, charge and spin) = 3.218 eV
Max |F| = 4.18 eV Å⁻¹

Geometry (Å):
C 0.4976 -0.7425 2.7674
C 1.6201 -0.1773 1.7846
Br 2.7765 -1.7398 1.2904
C 1.0569 0.6209 0.5118
O -0.3284 0.3212 0.1888
P -1.3747 1.5586 0.6724
O -0.8844 2.1171 2.0071
O -3.0040 1.1338 0.6257
C -3.5462 0.8497 1.9410
C -3.2979 -0.6794 2.4243
C -3.9210 -1.7201 1.3955
N -3.6621 -1.6872 -0.0566
O -4.6977 -2.6060 1.8481
O -1.1921 2.8302 -0.4824
P -2.3664 4.0527 -0.2411
S -3.1110 4.7448 -1.9262
H 1.0441 -1.3272 3.5919
H -0.2169 -1.4274 2.1891
H -0.1173 0.0600 3.2920
H 2.2762 0.5227 2.3969
H 1.2426 1.7472 0.6235
H 1.6847 0.3095 -0.4011
H -4.6899 0.9330 1.8339
H -3.2582 1.5950 2.7489
H -3.9030 -0.7883 3.3970
H -2.2173 -0.8838 2.7066
H -4.5757 -1.8110 -0.5292
H -3.1022 -2.5251 -0.3025
H -3.4819 3.6437 0.5503
H -1.7817 5.1896 0.4392
O 4.2541 1.0730 -1.8249
C 3.9674 0.0806 -2.4410
O 2.8461 -0.0482 -3.2008
C 2.7622 -1.3879 -3.7015
C 4.1765 -1.9197 -3.6541
C 4.7544 -1.2016 -2.4520
H 2.0822 -1.9574 -3.0609
H 2.3634 -1.3758 -4.7170
H 4.2252 -3.0073 -3.5816
H 4.7170 -1.6178 -4.5566
H 4.5635 -1.7444 -1.5233
H 5.8196 -1.0081 -2.5737

Forces on atoms 1 to 3 (eV/Å):
0.3 -0.4 0.1
-1.3 1.0 1.0
-0.5 0.8 0.0

---

Entry 3:
Formula: C13H14N3O9P2Tl
Source: the Open Molecules 2025 dataset
Level of theory: ωB97M-V/def2-TZVPD

Net charge = -2
Energy relative to the best compared isomer or geometry (same formula, charge and spin) = 0.207 eV
Max |F| = 0.96 eV Å⁻¹

Geometry (Å):
Tl -0.8732 0.3617 -1.2953
N -4.3268 -1.2125 2.2619
C -3.0213 -1.2190 1.4771
C -2.2048 -2.4474 1.8426
P -2.1639 0.2847 2.2089
O -3.2270 1.4488 1.8682
O -2.2852 0.0170 3.6748
O -0.8260 0.5098 1.5773
P -3.7094 -1.4659 -0.2654
O -4.4320 -0.0726 -0.6049
O -4.8405 -2.4182 0.0695
O -2.6717 -1.8657 -1.2548
H -4.1403 -1.3951 3.2448
H -4.9355 -1.8791 1.6796
H -4.6818 -0.2532 2.1798
H -1.9324 -2.4213 2.9015
H -1.2861 -2.4305 1.2573
H -2.7413 -3.3725 1.6145
H -3.0613 1.8619 0.9776
H -3.8573 0.6873 -0.8641
O 2.0855 0.0715 -5.1043
C 1.5848 0.3585 -3.9993
O 0.4071 0.6899 -3.7353
C 2.6245 0.3389 -2.8336
C 3.9971 0.2418 -3.1909
C 4.9485 0.2385 -2.2186
C 4.5518 0.3182 -0.8615
C 5.4723 0.3153 0.2086
C 5.0291 0.3961 1.5010
C 3.6479 0.4856 1.7678
C 2.7294 0.4902 0.7539
C 3.1624 0.4040 -0.5921
N 2.2369 0.4188 -1.5886
H 4.2235 0.1705 -4.2448
H 6.0073 0.1773 -2.4514
H 6.5326 0.2489 -0.0140
H 5.7354 0.3932 2.3233
H 3.3089 0.5508 2.7948
H 1.6655 0.5666 0.9582
O -3.0010 4.6349 -1.5947
C -2.9171 3.4670 -1.3385
N -2.8147 2.3052 -1.0908

Forces on atoms 1 to 3 (eV/Å):
0.3 0.0 -0.3
-0.1 -0.1 -0.5
0.2 0.4 -0.2